1.
Molecular formula: C28H40F6NO7PPtS2Se
Method: DFT, ωB97M-V/def2-TZVPD

Geometry as ORCA input:
```
! wB97M-V def2-TZVPD RIJCOSX def2/J DEFGRID3
* xyz -1 2
Pt 1.969 1.073 2.357
C -0.328 1.777 -4.600
C 0.791 0.745 -4.458
C 0.211 -0.647 -4.753
C 1.892 1.082 -5.473
C 1.365 0.720 -3.047
C 0.825 1.436 -2.005
C 1.334 1.248 -0.725
Se 0.594 2.245 0.708
C -0.995 1.277 1.096
C -2.092 1.310 0.252
C -3.249 0.678 0.654
C -3.238 0.072 1.916
C -2.142 0.036 2.765
C -0.974 0.679 2.320
O 0.152 0.748 3.072
C -2.172 -0.713 4.101
C -3.524 -1.388 4.341
C -1.101 -1.813 4.094
C -1.922 0.280 5.246
C -4.470 0.551 -0.253
C -5.751 0.891 0.520
C -4.376 1.484 -1.462
C -4.530 -0.900 -0.756
C 2.396 0.435 -0.432
O 2.854 0.263 0.818
C 3.046 -0.218 -1.503
C 2.479 -0.084 -2.755
C 4.330 -1.026 -1.270
C 5.397 -0.091 -0.673
C 4.883 -1.593 -2.578
C 4.082 -2.206 -0.316
H -0.685 1.787 -5.632
H 0.019 2.783 -4.353
H -1.177 1.528 -3.958
H -0.290 -0.656 -5.725
H -0.509 -0.927 -3.982
H 0.995 -1.406 -4.764
H 1.462 1.209 -6.470
H 2.641 0.292 -5.532
H 2.398 2.010 -5.196
H -0.006 2.115 -2.153
H -2.013 1.789 -0.716
H -4.128 -0.458 2.224
H -3.743 -2.119 3.560
H -4.340 -0.662 4.390
H -3.487 -1.917 5.296
H -1.260 -2.492 3.255
H -1.154 -2.382 5.028
H -0.104 -1.399 3.992
H -2.675 1.072 5.234
H -0.939 0.740 5.160
H -1.983 -0.237 6.208
H -5.677 1.883 0.971
H -5.948 0.170 1.314
H -6.609 0.881 -0.157
H -4.232 2.523 -1.154
H -5.300 1.426 -2.042
H -3.555 1.195 -2.121
H -4.662 -1.596 0.074
H -3.599 -1.167 -1.259
H -5.364 -1.026 -1.454
H 2.919 -0.642 -3.570
H 5.543 0.785 -1.309
H 6.348 -0.625 -0.590
H 5.111 0.251 0.320
H 5.103 -0.804 -3.301
H 4.186 -2.303 -3.029
H 5.811 -2.128 -2.369
H 3.673 -1.871 0.634
H 5.029 -2.720 -0.127
H 3.375 -2.910 -0.750
F 0.398 -1.240 0.796
P -0.334 -2.358 -0.161
F -1.058 -3.447 -1.108
F -1.703 -2.180 0.685
F 1.029 -2.517 -1.011
F -0.812 -1.167 -1.162
F 0.142 -3.519 0.854
O 3.212 0.358 5.412
N 2.782 -0.627 4.921
O 2.285 -0.829 3.839
O 1.697 3.137 3.393
S 2.961 3.635 2.734
O 2.854 3.740 1.290
O 3.537 4.769 3.388
S 4.101 1.905 2.981
*
```

Calculated values
Gap between HOMO and LUMO (spin up / spin down): 0.2209 / 0.1865 Ha
E_tot: -5930.20779 Ha

---

2.
Molecular formula: C28H40HgN10O2PS2
Method: DFT, ωB97M-V/def2-TZVPD

Geometry as ORCA input:
```
! wB97M-V def2-TZVPD RIJCOSX def2/J DEFGRID3
* xyz 2 2
Hg 0.532 0.151 -0.234
C -1.261 -3.945 0.105
C -0.980 -2.520 0.477
N 0.264 -2.070 0.631
N 1.306 -2.922 0.479
C 2.549 -2.506 0.206
N 3.537 -3.425 0.153
S 2.939 -0.860 0.007
C -2.012 -1.563 0.680
C -3.383 -1.904 0.700
C -4.320 -0.950 0.992
C -3.899 0.366 1.228
C -2.556 0.650 1.119
N -1.621 -0.265 0.878
H -0.564 -4.284 -0.664
H -1.176 -4.603 0.973
H -2.260 -4.048 -0.301
H 1.132 -3.925 0.537
H 3.338 -4.411 0.096
H 4.458 -3.118 -0.111
H -3.697 -2.918 0.518
H -5.363 -1.213 1.046
H -4.605 1.133 1.489
H -2.187 1.662 1.248
C 2.714 4.993 1.392
O 2.355 4.706 0.051
C 1.768 3.529 -0.188
O 1.507 2.696 0.662
N 1.521 3.425 -1.510
N 0.948 2.284 -2.071
H 3.357 5.869 1.341
H 3.254 4.150 1.828
H 1.818 5.208 1.981
H 1.735 4.234 -2.086
H 1.527 1.926 -2.831
H 0.013 2.471 -2.433
C 0.393 1.051 5.830
N 0.948 2.196 4.986
C 2.473 2.070 5.004
N 2.879 0.795 4.562
C 2.306 -0.255 5.387
N 0.855 -0.196 5.357
C 0.307 -0.578 4.069
P 0.850 0.558 2.684
C 0.425 2.142 3.602
C 2.657 0.573 3.148
H -0.700 1.096 5.800
H 0.736 1.207 6.859
H 0.681 3.088 5.411
H 2.804 2.229 6.035
H 2.889 2.851 4.361
H 2.651 -0.132 6.419
H 2.635 -1.229 5.026
H -0.785 -0.583 4.128
H 0.633 -1.592 3.826
H -0.665 2.242 3.623
H 0.844 2.963 3.014
H 3.148 1.352 2.559
H 3.104 -0.381 2.859
N -0.815 -0.103 -2.056
S -1.039 -1.490 -2.890
C 0.136 -1.234 -4.248
C 1.369 -0.679 -3.951
C 2.272 -0.441 -4.972
C 1.943 -0.774 -6.276
C 0.729 -1.379 -6.555
C -0.180 -1.623 -5.539
C -2.598 -1.080 -3.706
C -2.749 0.168 -4.291
C -3.991 0.539 -4.773
C -5.065 -0.331 -4.658
C -4.906 -1.571 -4.057
C -3.665 -1.953 -3.575
H -1.709 0.101 -1.618
H 1.613 -0.433 -2.925
H 3.235 -0.004 -4.756
H 2.635 -0.572 -7.075
H 0.484 -1.662 -7.566
H -1.123 -2.101 -5.757
H -1.899 0.829 -4.354
H -4.124 1.510 -5.230
H -6.029 -0.037 -5.042
H -5.755 -2.229 -3.958
H -3.528 -2.917 -3.109
*
```

Calculated values
Gap between HOMO and LUMO (spin up / spin down): 0.2018 / 0.2968 Ha
E_tot: -3079.56921 Ha
Relative energy (zero: lowest compared OMol25 entry of this formula, charge and spin): 65.47 kJ/mol

---

Look up the E_tot of the first one.
-5930.20779 Ha